An isolated molecule of C4H4N2O. Source: the OMol25 dataset; level of theory: ωB97M-V with the def2-TZVPD basis set.

## Properties
HOMO: -9.36 eV
lowest unoccupied orbital energy: 0.2 eV
SMILES string: [H]/N=C/N=C=CC=O
spin multiplicity: 1
relative energy (zero: lowest compared OMol25 entry of this formula, charge and spin): 3.731 eV
total energy: -339.4445 hartree

Structure (XYZ):
```
11
Properties=species:S:1:pos:R:3:forces:R:3
O -2.684 -0.928 0.041 0.530 0.632 0.028
C -2.320 0.221 -0.022 -0.094 -0.054 -0.079
C -1.019 0.793 0.387 0.160 0.949 -0.547
C 0.201 0.683 -0.032 0.337 -0.622 -0.222
N 1.377 0.770 -0.365 -0.517 -0.411 -0.243
C 2.034 -0.440 -0.099 0.276 -0.473 0.083
N 1.331 -1.465 0.161 0.537 0.056 -0.133
H -2.976 1.025 -0.394 -0.272 -0.122 0.015
H -0.835 1.901 0.266 -1.191 0.204 0.864
H 3.110 -0.389 -0.229 0.111 -0.087 0.137
H 1.904 -2.292 0.284 0.122 -0.071 0.097
```
Positions in Å, forces in eV/Å.

How is the electron density shared among the atoms? According to Löwdin, the charges in e are:
1 O 0.0551
2 C -0.2825
3 C -0.0200
4 C -0.1354
5 N 0.1189
6 C -0.2832
7 N 0.1138
8 H 0.1155
9 H 0.1540
10 H 0.1107
11 H 0.0533